Run 1
Density functional theory data (ωB97M-V/def2-TZVPD) for 11 unconnected molecules or ions with the total composition H22O11.

Bonds (Å) are listed after each position.
Geometry (Å):
1 O 1.03 0.97 -3.68  H2 0.963, H3 0.989
2 H 0.38 1.66 -3.52  O1 0.963
3 H 0.59 0.23 -3.18  O1 0.989
4 O 1.37 1.57 -1.08  H5 0.945, H6 0.930
5 H 1.29 1.19 -1.95  O4 0.945
6 H 1.92 1.02 -0.58  O4 0.930
7 O -0.05 -1.25 4.21  H8 1.000, H9 0.944
8 H -0.05 -1.34 3.21  O7 1.000
9 H 0.35 -0.43 4.43  O7 0.944
10 O 0.41 -1.17 -2.39  H11 0.956, H12 0.946
11 H -0.14 -1.68 -1.79  O10 0.956
12 H 0.45 -1.65 -3.20  O10 0.946
13 O 0.49 3.58 0.47  H14 0.979, H15 0.954
14 H 0.54 2.85 -0.18  O13 0.979
15 H 1.32 3.59 0.95  O13 0.954
16 O 2.51 0.16 0.80  H17 0.931, H18 0.971
17 H 2.00 0.70 1.36  O16 0.931
18 H 3.43 0.25 1.06  O16 0.971
19 O -0.23 -1.61 1.62  H20 0.955, H21 0.968
20 H -0.91 -2.19 1.98  O19 0.955
21 H 0.48 -2.20 1.32  O19 0.968
22 O -1.40 1.54 2.24  H23 0.974, H24 0.928
23 H -1.13 0.97 1.50  O22 0.974
24 H -1.57 2.42 2.00  O22 0.928
25 O -2.70 -0.27 -1.87  H26 0.949, H27 0.947
26 H -3.19 -0.84 -1.28  O25 0.949
27 H -2.02 0.07 -1.30  O25 0.947
28 O -1.39 -2.80 -0.72  H29 0.970, H30 0.953
29 H -0.70 -3.33 -0.30  O28 0.970
30 H -1.83 -2.35 -0.01  O28 0.953
31 O -0.73 0.35 -0.03  H32 0.968, H33 0.983
32 H 0.06 0.47 -0.58  O31 0.968
33 H -0.56 -0.48 0.47  O31 0.983

Results
Highest occupied orbital energy = -0.380 Eh
SMILES string = O.O.O.O.O.O.O.O.O.O.O

***

Run 2
Density functional theory data (ωB97M-V/def2-TZVPD) for 11 unconnected molecules or ions with the total composition H22O11.

Bonds (Å) are listed after each position.
Geometry (Å):
1 O 0.12 -0.18 -0.25  H2 0.921, H3 0.947
2 H -0.09 -0.99 -0.63  O1 0.921
3 H 0.98 0.05 -0.57  O1 0.947
4 O 1.41 1.26 -3.43  H5 1.012, H6 0.956
5 H 1.67 1.15 -4.41  O4 1.012
6 H 1.16 0.34 -3.31  O4 0.956
7 O -1.59 -2.28 2.50  H8 0.963, H9 0.965
8 H -2.27 -2.89 2.81  O7 0.963
9 H -1.47 -2.52 1.57  O7 0.965
10 O -3.22 -1.61 0.50  H11 0.965, H12 0.956
11 H -3.28 -2.56 0.38  O10 0.965
12 H -3.58 -1.28 -0.32  O10 0.956
13 O -0.85 1.60 4.26  H14 0.987, H15 0.919
14 H -0.70 0.89 4.93  O13 0.987
15 H -1.22 1.21 3.51  O13 0.919
16 O -2.65 1.35 -0.98  H17 0.985, H18 0.909
17 H -2.88 2.27 -0.72  O16 0.985
18 H -2.47 1.55 -1.85  O16 0.909
19 O 3.64 -1.18 -3.58  H20 0.898, H21 1.003
20 H 3.79 -0.36 -3.91  O19 0.898
21 H 4.46 -1.44 -3.06  O19 1.003
22 O -1.29 1.39 1.56  H23 0.969, H24 0.932
23 H -0.60 1.99 1.25  O22 0.969
24 H -2.09 1.75 1.25  O22 0.932
25 O 4.11 -0.11 2.31  H26 0.953, H27 1.021
26 H 4.85 -0.66 2.08  O25 0.953
27 H 3.74 -0.13 1.36  O25 1.021
28 O 0.30 -2.18 1.62  H29 0.938, H30 0.997
29 H 0.20 -1.63 2.37  O28 0.938
30 H 0.41 -3.10 1.98  O28 0.997
31 O -0.10 3.03 -3.40  H32 0.909, H33 0.976
32 H 0.33 2.93 -2.61  O31 0.909
33 H -0.78 2.36 -3.22  O31 0.976

Results
Highest occupied orbital energy = -0.354 Eh
SMILES string = O.O.O.O.O.O.O.O.O.O.O

***

Most stable to least stable, the ends of the list are run 1 and run 2.